(1)
{"formula": "C42H105F2NO32P7S2V", "method": "ωB97M-V with the def2-TZVPD basis set", "species": ["V", "N", "S", "O", "O", "F", "S", "O", "O", "F", "C", "C", "O", "P", "O", "O", "C", "C", "O", "C", "C", "H", "H", "H", "H", "H", "H", "H", "H", "H", "H", "H", "H", "H", "H", "H", "C", "C", "O", "P", "O", "O", "C", "C", "O", "C", "C", "H", "H", "H", "H", "H", "H", "H", "H", "H", "H", "H", "H", "H", "H", "H", "C", "C", "O", "P", "O", "O", "C", "C", "O", "C", "C", "H", "H", "H", "H", "H", "H", "H", "H", "H", "H", "H", "H", "H", "H", "H", "C", "C", "O", "P", "O", "O", "C", "C", "O", "C", "C", "H", "H", "H", "H", "H", "H", "H", "H", "H", "H", "H", "H", "H", "H", "H", "C", "C", "O", "P", "O", "O", "C", "C", "O", "C", "C", "H", "H", "H", "H", "H", "H", "H", "H", "H", "H", "H", "H", "H", "H", "H", "C", "C", "O", "P", "O", "O", "C", "C", "O", "C", "C", "H", "H", "H", "H", "H", "H", "H", "H", "H", "H", "H", "H", "H", "H", "H", "C", "C", "O", "P", "O", "O", "C", "C", "O", "C", "C", "H", "H", "H", "H", "H", "H", "H", "H", "H", "H", "H", "H", "H", "H", "H"], "coordinates": [[-1.182, -0.656, 0.778], [0.401, 0.130, -0.088], [0.972, 0.894, -1.386], [1.592, -0.013, -2.271], [1.424, 2.244, -1.229], [-0.410, 1.138, -2.138], [2.033, 0.012, 0.573], [2.619, 1.258, 1.031], [2.830, -1.063, 0.064], [1.571, -0.608, 1.981], [-3.172, -1.139, -5.245], [-2.031, -0.975, -4.265], [-1.923, -2.177, -3.447], [-2.770, -2.262, -2.082], [-2.179, -1.372, -1.053], [-4.335, -2.009, -2.396], [-5.361, -2.230, -1.426], [-6.670, -1.919, -2.116], [-2.734, -3.806, -1.808], [-3.196, -4.803, -2.771], [-2.092, -5.196, -3.756], [-4.080, -1.263, -4.651], [-3.314, -0.294, -5.914], [-3.078, -2.083, -5.784], [-1.043, -0.873, -4.715], [-2.165, -0.025, -3.748], [-5.421, -3.231, -0.995], [-5.189, -1.480, -0.648], [-7.532, -2.227, -1.521], [-6.771, -0.877, -2.412], [-6.828, -2.468, -3.049], [-3.438, -5.656, -2.137], [-4.155, -4.489, -3.181], [-1.203, -5.548, -3.235], [-2.359, -5.960, -4.488], [-1.837, -4.366, -4.410], [0.072, -7.238, 0.308], [-1.010, -6.233, -0.140], [-0.763, -4.974, 0.580], [0.194, -3.905, -0.021], [-0.237, -2.546, 0.397], [1.666, -4.418, 0.384], [2.545, -3.886, 1.397], [2.805, -5.016, 2.350], [0.240, -4.124, -1.590], [0.934, -3.242, -2.448], [2.426, -3.527, -2.635], [0.189, -7.100, 1.381], [-0.339, -8.229, 0.089], [1.042, -7.297, -0.180], [-1.079, -6.125, -1.218], [-1.949, -6.520, 0.328], [3.402, -3.469, 0.860], [2.246, -2.953, 1.885], [3.121, -5.941, 1.874], [3.572, -4.811, 3.104], [1.963, -5.161, 3.033], [0.509, -3.323, -3.448], [0.920, -2.222, -2.054], [2.951, -3.008, -3.436], [2.931, -3.276, -1.698], [2.665, -4.572, -2.854], [-3.942, 3.959, 3.534], [-2.988, 2.772, 3.274], [-1.692, 3.242, 2.977], [-0.475, 2.279, 2.712], [-0.898, 0.980, 2.163], [0.464, 3.125, 1.784], [1.030, 4.401, 2.207], [1.155, 5.183, 0.856], [0.247, 2.137, 4.146], [1.605, 1.859, 4.452], [1.790, 1.302, 5.856], [-3.589, 4.759, 2.878], [-4.990, 3.700, 3.592], [-3.561, 4.353, 4.482], [-3.050, 2.203, 4.206], [-3.375, 2.183, 2.438], [0.363, 4.985, 2.842], [1.962, 4.255, 2.746], [1.726, 6.086, 1.080], [1.817, 4.562, 0.257], [0.183, 5.427, 0.440], [2.011, 1.195, 3.681], [2.151, 2.784, 4.237], [2.805, 1.357, 6.247], [1.141, 1.714, 6.631], [1.534, 0.238, 5.860], [3.223, -2.429, 5.290], [1.735, -2.809, 5.390], [1.080, -1.904, 4.476], [-0.442, -2.127, 4.017], [-0.763, -1.502, 2.726], [-1.442, -1.741, 5.205], [-1.949, -0.367, 5.232], [-2.076, 0.133, 6.653], [-0.506, -3.734, 4.066], [-1.679, -4.479, 3.745], [-2.363, -5.107, 4.957], [3.700, -3.069, 6.037], [3.529, -2.766, 4.300], [3.493, -1.395, 5.474], [1.530, -3.847, 5.154], [1.365, -2.558, 6.389], [-1.192, 0.199, 4.687], [-2.892, -0.146, 4.728], [-2.173, 1.216, 6.703], [-2.972, -0.260, 7.141], [-1.291, -0.244, 7.310], [-2.450, -3.871, 3.264], [-1.402, -5.325, 3.124], [-1.657, -5.835, 5.351], [-2.575, -4.354, 5.719], [-3.332, -5.473, 4.623], [5.620, -6.671, -0.081], [5.803, -5.202, 0.211], [7.166, -4.907, -0.177], [7.749, -3.422, 0.100], [8.015, -3.146, 1.531], [8.987, -3.399, -0.889], [10.190, -4.151, -0.654], [11.159, -3.976, -1.814], [6.673, -2.477, -0.624], [6.876, -1.052, -0.788], [6.375, -0.252, 0.405], [4.587, -6.903, 0.225], [5.644, -6.983, -1.124], [6.161, -7.395, 0.526], [5.305, -4.477, -0.437], [5.711, -5.032, 1.288], [10.604, -3.786, 0.288], [9.898, -5.187, -0.467], [10.857, -4.413, -2.762], [11.331, -2.899, -1.873], [12.147, -4.374, -1.576], [7.952, -1.027, -0.971], [6.352, -0.776, -1.702], [6.856, -0.561, 1.336], [6.764, 0.770, 0.347], [5.300, -0.185, 0.552], [0.664, 3.705, -4.254], [1.245, 4.948, -3.612], [0.244, 5.714, -2.962], [-0.246, 7.189, -3.294], [0.657, 8.204, -3.880], [-1.561, 6.928, -4.114], [-2.300, 8.006, -4.740], [-2.264, 7.977, -6.238], [-0.842, 7.576, -1.823], [-0.896, 8.998, -1.510], [-2.284, 9.259, -0.955], [1.240, 3.114, -4.962], [0.180, 3.056, -3.527], [-0.143, 4.126, -4.866], [2.000, 4.742, -2.848], [1.802, 5.572, -4.318], [-3.292, 8.226, -4.353], [-1.631, 8.852, -4.559], [-1.278, 8.344, -6.543], [-2.489, 7.046, -6.758], [-2.819, 8.756, -6.769], [-0.207, 9.243, -0.699], [-0.573, 9.599, -2.358], [-2.278, 8.673, -0.035], [-2.391, 10.293, -0.624], [-3.056, 9.019, -1.682], [-7.088, 0.923, 0.305], [-5.741, 1.719, 0.257], [-4.995, 1.293, -0.899], [-3.470, 1.697, -0.818], [-2.592, 0.913, 0.090], [-2.977, 1.821, -2.323], [-3.745, 2.655, -3.204], [-2.923, 3.681, -3.986], [-3.569, 3.251, -0.429], [-2.383, 4.044, -0.155], [-2.910, 5.474, -0.047], [-7.024, -0.099, 0.667], [-7.815, 1.376, 0.985], [-7.518, 1.201, -0.658], [-5.979, 2.777, 0.225], [-5.296, 1.451, 1.218], [-4.276, 1.942, -3.843], [-4.607, 3.187, -2.791], [-3.553, 4.158, -4.734], [-2.191, 4.223, -3.393], [-2.289, 3.100, -4.670], [-2.005, 3.804, 0.838], [-1.671, 4.007, -0.980], [-3.253, 5.831, -1.012], [-3.584, 5.527, 0.807], [-2.026, 6.015, 0.311]], "total_charge": 2, "homo_energy_ha": [-0.4739, -0.4739], "homo_lumo_gap_ev": [6.244, 7.098], "spin_multiplicity": 3}

***

(2)
{"formula": "C42H107NO12", "method": "ωB97M-V with the def2-TZVPD basis set", "species": ["C", "C", "C", "C", "C", "C", "C", "C", "C", "N", "O", "H", "H", "H", "H", "H", "H", "H", "H", "H", "H", "H", "H", "H", "H", "H", "H", "H", "H", "H", "C", "C", "C", "O", "H", "H", "H", "H", "H", "H", "H", "H", "C", "C", "C", "O", "H", "H", "H", "H", "H", "H", "H", "H", "C", "C", "C", "O", "H", "H", "H", "H", "H", "H", "H", "H", "C", "C", "C", "O", "H", "H", "H", "H", "H", "H", "H", "H", "C", "C", "C", "O", "H", "H", "H", "H", "H", "H", "H", "H", "C", "C", "C", "O", "H", "H", "H", "H", "H", "H", "H", "H", "C", "C", "C", "O", "H", "H", "H", "H", "H", "H", "H", "H", "C", "C", "C", "O", "H", "H", "H", "H", "H", "H", "H", "H", "C", "C", "C", "O", "H", "H", "H", "H", "H", "H", "H", "H", "C", "C", "C", "O", "H", "H", "H", "H", "H", "H", "H", "H", "C", "C", "C", "O", "H", "H", "H", "H", "H", "H", "H", "H"], "coordinates": [[-0.539, 2.345, -2.684], [-0.416, 1.435, -1.412], [0.492, 0.241, -1.812], [0.279, 2.269, -0.355], [0.176, 1.528, 0.959], [-1.324, 1.401, 1.405], [-2.176, 0.632, 0.345], [-1.986, -0.913, 0.587], [-3.603, 1.117, 0.517], [-1.789, 0.975, -1.070], [-2.448, 0.220, -2.044], [-1.200, 3.204, -2.567], [0.424, 2.735, -3.013], [-1.131, 1.929, -3.498], [1.529, 0.520, -2.001], [0.577, -0.457, -0.978], [0.057, -0.443, -2.541], [1.279, 2.346, -0.780], [-0.062, 3.304, -0.329], [0.748, 0.617, 1.139], [0.613, 2.096, 1.780], [-1.595, 2.443, 1.571], [-1.348, 0.967, 2.404], [-2.985, -1.331, 0.707], [-1.375, -1.222, 1.435], [-1.545, -1.486, -0.229], [-4.247, 0.539, -0.145], [-3.784, 2.122, 0.134], [-3.972, 1.099, 1.543], [-3.037, 0.863, -2.445], [8.544, 2.937, 0.883], [9.007, 4.077, 1.790], [7.956, 5.151, 1.697], [8.966, 3.637, 3.139], [8.430, 3.430, -0.082], [7.576, 2.471, 1.070], [9.306, 2.167, 0.764], [9.999, 4.360, 1.437], [7.736, 5.355, 0.649], [8.252, 6.000, 2.313], [7.026, 4.812, 2.153], [9.284, 4.344, 3.706], [7.953, 4.117, -8.632], [7.379, 3.110, -7.688], [6.038, 2.562, -8.185], [8.292, 1.999, -7.664], [8.895, 4.605, -8.384], [7.276, 4.941, -8.857], [8.160, 3.811, -9.657], [7.304, 3.590, -6.712], [5.685, 1.701, -7.617], [6.110, 2.030, -9.134], [5.279, 3.339, -8.092], [9.222, 2.238, -7.690], [5.037, -0.435, 8.520], [6.590, -0.426, 8.520], [7.144, -1.379, 9.583], [7.127, -0.714, 7.199], [4.530, 0.168, 9.273], [4.643, -1.425, 8.753], [4.791, -0.205, 7.483], [6.887, 0.580, 8.817], [6.808, -1.312, 10.618], [8.223, -1.297, 9.455], [6.931, -2.419, 9.335], [7.332, 0.135, 6.802], [2.937, -5.408, 4.132], [4.453, -5.306, 3.921], [4.814, -4.282, 2.816], [5.164, -4.919, 5.076], [2.767, -6.354, 4.646], [2.310, -5.400, 3.241], [2.433, -4.649, 4.731], [4.771, -6.270, 3.523], [4.525, -3.267, 3.089], [4.245, -4.550, 1.927], [5.870, -4.240, 2.547], [5.364, -3.995, 4.909], [-3.617, 8.301, -0.996], [-4.926, 8.927, -1.277], [-4.798, 10.396, -1.456], [-5.498, 8.363, -2.523], [-3.817, 7.244, -0.825], [-3.181, 8.498, -0.017], [-2.845, 8.539, -1.728], [-5.519, 8.746, -0.381], [-5.785, 10.842, -1.577], [-4.151, 10.749, -2.260], [-4.271, 10.801, -0.592], [-4.813, 7.780, -2.857], [-6.226, 2.199, -7.619], [-7.450, 2.388, -6.766], [-8.445, 1.272, -7.058], [-6.955, 2.313, -5.486], [-5.588, 3.070, -7.767], [-6.424, 1.914, -8.652], [-5.491, 1.534, -7.164], [-7.942, 3.309, -7.081], [-8.021, 0.269, -7.105], [-9.083, 1.353, -7.937], [-9.142, 1.117, -6.234], [-7.593, 2.541, -4.805], [-0.575, -6.158, -6.721], [-2.055, -6.292, -7.229], [-2.735, -5.151, -6.532], [-2.190, -6.298, -8.678], [-0.449, -6.023, -5.647], [-0.156, -5.228, -7.105], [-0.067, -7.037, -7.118], [-2.504, -7.177, -6.780], [-3.754, -5.115, -6.917], [-2.305, -4.200, -6.846], [-2.721, -5.352, -5.460], [-1.553, -5.748, -9.139], [-2.298, 1.585, 9.661], [-1.017, 2.408, 9.866], [-0.575, 3.123, 8.560], [-1.051, 3.352, 10.887], [-2.234, 0.818, 8.889], [-3.091, 2.294, 9.425], [-2.478, 1.095, 10.619], [-0.236, 1.728, 10.205], [-1.410, 3.240, 7.869], [0.217, 2.532, 8.101], [-0.157, 4.127, 8.635], [-1.752, 3.890, 10.511], [-9.800, -3.739, -0.539], [-10.384, -2.705, 0.403], [-11.850, -2.396, 0.165], [-10.231, -3.355, 1.628], [-8.728, -3.772, -0.344], [-10.012, -3.553, -1.592], [-10.225, -4.736, -0.421], [-9.987, -1.698, 0.532], [-12.373, -1.938, 1.004], [-12.376, -3.346, 0.073], [-12.030, -1.788, -0.722], [-9.689, -2.870, 2.255], [-4.430, -4.630, 6.091], [-5.749, -4.196, 6.549], [-5.867, -4.279, 8.018], [-6.062, -2.916, 6.129], [-4.416, -4.949, 5.049], [-4.158, -5.581, 6.549], [-3.741, -3.818, 6.322], [-6.502, -4.818, 6.065], [-5.880, -5.333, 8.296], [-6.896, -4.080, 8.316], [-5.145, -3.645, 8.532], [-5.512, -2.225, 6.506], [7.988, -5.989, -6.264], [7.178, -4.718, -6.299], [7.084, -4.109, -4.876], [7.775, -3.795, -7.152], [8.140, -6.288, -7.302], [7.287, -6.574, -5.670], [8.974, -5.809, -5.835], [6.156, -4.758, -6.676], [6.536, -4.853, -4.299], [6.693, -3.091, -4.882], [8.104, -4.110, -4.492], [7.875, -2.925, -6.759]], "smiles": "CC1(C)CCCC(C)(C)N1O.CC(C)O.CC(C)O.CC(C)O.CC(C)O.CC(C)O.CC(C)O.CC(C)O.CC(C)O.CC(C)O.CC(C)O.CC(C)O", "homo_energy_ha": -0.2973, "homo_lumo_gap_ev": 8.242, "relative_energy_kcal_mol": 189.2}